# 1
C20H23BFeN5 | the ωB97M-V functional and the def2-TZVPD basis

## Properties
Orbital gap (alpha / beta) (eV): 6.490 / 7.023
Total charge: +2
Expectation value of S²: 0.884
E (Eh): -2337.71971
Energy above the lowest of the compared OMol25 structures with the same formula, charge and spin (kJ/mol): 0.0
Multiplicity: 2
HOMO energy (alpha / beta) (eV): -14.99 / -14.99

Geometry (Å):
1 Fe -0.0205 0.1666 -0.3313
2 C 0.5345 -2.0196 1.6036
3 C -0.4731 -2.8767 0.8676
4 C -1.7327 -2.1195 0.5752
5 C -2.9531 -2.7734 0.6053
6 C -4.1268 -2.0758 0.3973
7 C -4.0530 -0.7046 0.2029
8 C -2.8160 -0.1115 0.1647
9 N -1.6510 -0.7982 0.3074
10 N 1.2516 -1.0693 0.7188
11 C 2.1580 -1.7703 -0.2193
12 C 2.5109 -0.8168 -1.3085
13 C 3.7016 -0.8254 -1.9991
14 C 3.8736 0.0699 -3.0465
15 C 2.8449 0.9415 -3.3654
16 C 1.6873 0.9146 -2.6173
17 N 1.5186 0.0469 -1.5907
18 C 2.0745 -0.1593 1.5653
19 C 1.2158 0.9674 2.0479
20 C 1.4109 1.6907 3.2046
21 C 0.5844 2.7754 3.4618
22 C -0.4152 3.1038 2.5552
23 C -0.5694 2.3343 1.4226
24 N 0.2381 1.2809 1.1837
25 H 0.0172 -1.4250 2.3588
26 H 1.2700 -2.6395 2.1236
27 H -0.0758 -3.3043 -0.0558
28 H -0.7151 -3.7351 1.4929
29 H -2.9679 -3.8353 0.8099
30 H -5.0808 -2.5858 0.4088
31 H -4.9354 -0.0957 0.0701
32 H -2.7450 0.9513 0.0142
33 H 3.0441 -2.1461 0.2982
34 H 1.6462 -2.6324 -0.6443
35 H 4.4778 -1.5283 -1.7288
36 H 4.8002 0.0832 -3.6050
37 H 2.9329 1.6455 -4.1802
38 H 0.8724 1.5857 -2.8271
39 H 2.5421 -0.7068 2.3860
40 H 2.8770 0.2554 0.9501
41 H 2.2010 1.4106 3.8879
42 H 0.7220 3.3621 4.3604
43 H -1.0722 3.9460 2.7182
44 H -1.3264 2.5508 0.6861
45 B -2.9463 2.3020 -2.9665
46 C -1.7990 1.7945 -2.1022
47 N -0.9629 1.3451 -1.4213
48 H -2.8906 1.6437 -3.9773
49 H -3.9271 2.1145 -2.2775
50 H -2.7521 3.4723 -3.1848

# 2
C34H42O16 | the ωB97M-V functional and the def2-TZVPD basis

## Properties
Orbital gap (eV): 7.895
Total charge: 0
E (Eh): -2524.23799
HOMO energy (eV): -9.67
SMILES: CCCCCC[C@H]1OC(=O)O[C@@H]1CCCCCOCC.O=C1C=C(O)C(=O)C=C1O.O=C1C=C(O)C(=O)C=C1O.O=C1C=C(O)C(=O)C=C1O

Geometry (Å):
1 C 2.6529 -4.1685 0.6447
2 C 4.1139 -4.7053 0.1315
3 C 4.3632 -4.6178 -1.4852
4 C 3.7651 -3.2740 -2.2126
5 C 4.8157 -1.9788 -2.1799
6 C 4.4288 -0.8452 -1.0614
7 C 2.9007 -0.2482 -1.1797
8 O 2.1929 -0.9759 -0.1029
9 C 2.3833 -0.2466 1.1886
10 O 2.7641 -0.7065 2.3871
11 O 2.0038 1.1402 0.7805
12 C 2.6768 1.2853 -0.5510
13 C 1.9001 2.4007 -1.4672
14 C 0.2462 2.4020 -1.2620
15 C -0.4582 0.9899 -1.7873
16 C -1.1234 0.1330 -0.5504
17 C -2.5104 -0.6858 -1.0005
18 O -2.4190 -1.2334 -2.3636
19 C -1.4693 -2.3531 -2.4561
20 C -1.9945 -3.7321 -1.6712
21 H 2.2521 -4.9083 1.4843
22 H 1.8358 -4.0880 -0.1976
23 H 2.8340 -3.1358 1.2145
24 H 4.9857 -4.2059 0.7753
25 H 4.1623 -5.8635 0.4166
26 H 5.5463 -4.5744 -1.6373
27 H 4.0237 -5.5920 -2.0826
28 H 3.6669 -3.5456 -3.3708
29 H 2.6844 -2.9656 -1.8715
30 H 4.7782 -1.4953 -3.2661
31 H 5.9410 -2.3126 -2.0221
32 H 4.6892 -1.3003 -0.0002
33 H 5.1541 0.0815 -1.2611
34 H 2.3980 -0.4920 -2.2108
35 H 3.7138 1.7479 -0.2497
36 H 2.2129 2.3346 -2.6121
37 H 2.2651 3.4713 -1.0872
38 H -0.0606 2.6628 -0.1460
39 H -0.1936 3.2733 -1.9491
40 H 0.3642 0.3741 -2.3774
41 H -1.2855 1.2642 -2.5997
42 H -0.4030 -0.6972 -0.1149
43 H -1.4185 0.8920 0.2944
44 H -2.6815 -1.4840 -0.1579
45 H -3.3817 0.1120 -0.8970
46 H -1.4298 -2.6570 -3.6098
47 H -0.3655 -2.0846 -2.1508
48 H -3.1692 -3.8722 -1.7625
49 H -1.6568 -3.6142 -0.5347
50 H -1.4876 -4.7120 -2.0940
51 O -1.2168 -9.0490 5.8115
52 C -0.2296 -8.5530 5.2801
53 C 0.3578 -7.2859 5.7427
54 C 1.4231 -6.7643 5.1313
55 O 1.9819 -5.5752 5.5626
56 C 2.0516 -7.4394 3.9628
57 O 3.0188 -6.9262 3.4101
58 C 1.4794 -8.7184 3.5151
59 C 0.4162 -9.2419 4.1286
60 O -0.1257 -10.4450 3.7151
61 H -0.1104 -6.8047 6.5918
62 H 2.7386 -5.4086 4.9590
63 H 1.9573 -9.2074 2.6755
64 H -0.8859 -10.6086 4.3148
65 O -3.8746 4.1008 -6.3424
66 C -3.7327 4.5381 -5.2059
67 C -3.4412 3.6640 -4.0590
68 C -3.3090 4.1704 -2.8315
69 O -3.0324 3.3549 -1.7495
70 C -3.4539 5.6300 -2.5774
71 O -3.3451 6.0636 -1.4353
72 C -3.7213 6.5072 -3.7275
73 C -3.8501 6.0014 -4.9557
74 O -4.0989 6.8199 -6.0421
75 H -3.3407 2.6046 -4.2576
76 H -2.9859 3.9565 -0.9746
77 H -3.8065 7.5685 -3.5310
78 H -4.1514 6.2176 -6.8159
79 O -2.0334 5.6661 1.6958
80 C -2.4213 6.6708 2.2816
81 C -3.1270 7.7602 1.5890
82 C -3.5214 8.8484 2.2531
83 O -4.1875 9.8748 1.6090
84 C -3.2607 9.0015 3.7108
85 O -3.6190 10.0214 4.2901
86 C -2.5766 7.9019 4.4084
87 C -2.1852 6.8122 3.7451
88 O -1.5439 5.7733 4.3946
89 H -3.3079 7.6368 0.5289
90 H -4.3642 10.5470 2.3028
91 H -2.4094 8.0187 5.4718
92 H -1.3620 5.1039 3.6996

# 3
C17H27O13Rb | the ωB97M-V functional and the def2-TZVPD basis

## Properties
Orbital gap (eV): 2.192
Total charge: 0
E (Eh): -1666.00046
Energy above the lowest of the compared OMol25 structures with the same formula, charge and spin (kJ/mol): 524.3
HOMO energy (eV): -4.41

Geometry (Å):
1 Rb 2.8846 7.1322 -7.4971
2 C -0.7762 1.7407 -3.7378
3 O -0.2540 2.4426 -4.8598
4 H -0.1977 0.8349 -3.5561
5 H -0.7471 2.2986 -2.8019
6 H -1.8084 1.3907 -3.7467
7 C 0.8449 7.4819 3.5983
8 C 0.1442 6.4150 2.7837
9 C 0.0142 5.1647 3.6452
10 O -1.3191 4.8284 3.3381
11 C -2.0289 5.7386 2.7050
12 O -3.2253 5.7279 2.5280
13 O -1.1845 6.7429 2.5033
14 H 0.3804 8.0083 4.4321
15 H 1.0564 8.2682 2.8736
16 H 1.7854 7.0554 3.9471
17 H 0.7437 6.1076 1.9268
18 H 0.2412 5.4251 4.6790
19 H 0.7023 4.4279 3.2308
20 C -5.6434 -2.7519 4.4441
21 C -5.9077 -2.1884 3.0294
22 C -4.6863 -1.9676 2.1471
23 O -5.1653 -2.5267 0.9764
24 C -6.2207 -3.3238 1.1375
25 O -6.6889 -4.0358 0.2591
26 O -6.6544 -3.1777 2.3357
27 H -5.3098 -3.7893 4.4209
28 H -6.6077 -2.7542 4.9522
29 H -4.8842 -2.1579 4.9529
30 H -6.6145 -1.3597 3.0722
31 H -3.8089 -2.4987 2.5161
32 H -4.4185 -0.9152 2.0532
33 C -1.5981 -6.8034 -3.7114
34 C -0.6509 -5.6605 -3.7146
35 C 0.6155 -5.8606 -2.9414
36 O 1.5961 -5.1923 -3.6488
37 C 1.1508 -4.9542 -4.8837
38 O 1.8427 -4.4681 -5.7831
39 O -0.1852 -5.2868 -4.9587
40 H -2.5986 -6.5642 -4.0719
41 H -1.7536 -7.1729 -2.6978
42 H -1.3231 -7.6866 -4.2880
43 H -1.1878 -4.8091 -3.2962
44 H 0.9041 -6.8866 -2.7134
45 H 0.5881 -5.3014 -2.0062
46 C 4.8662 -0.0509 0.3797
47 C 5.8465 0.5261 -0.6048
48 C 5.7640 2.0396 -0.7902
49 O 7.0757 2.5043 -0.8429
50 C 7.8704 1.5779 -0.3301
51 O 9.0804 1.7588 -0.1432
52 O 7.1729 0.4586 -0.1705
53 H 5.1117 -1.0883 0.6068
54 H 3.8099 -0.0351 0.1114
55 H 4.9763 0.4196 1.3568
56 H 5.8828 0.0045 -1.5612
57 H 5.2941 2.4497 0.1037
58 H 5.2036 2.2972 -1.6889

# 4
C3H3F2IO | the ωB97M-V functional and the def2-TZVPD basis

## Properties
Orbital gap (eV): 7.575
Total charge: 0
E (Eh): -688.69398
Energy above the lowest of the compared OMol25 structures with the same formula, charge and spin (kJ/mol): 115.5
HOMO energy (eV): -8.88
SMILES: C/C(F)=C(\F)OI

Geometry (Å):
1 C 0.9361 -0.5619 1.2483
2 C 0.1638 0.3627 0.3530
3 F 0.3955 1.6892 0.6590
4 C -0.6849 0.1575 -0.6719
5 F -0.8678 -1.1225 -1.1624
6 O -1.3654 1.1424 -1.4033
7 I -1.8930 0.6328 -3.2880
8 H 1.7332 -0.9990 0.6200
9 H 0.2928 -1.3703 1.6599
10 H 1.2897 0.0691 1.9854

# 5
C17H25F5NO3P2Yb | the ωB97M-V functional and the def2-TZVPD basis

## Properties
Orbital gap (alpha / beta) (eV): 7.565 / 7.630
Total charge: 0
Expectation value of S²: 0.751
E (Eh): -3283.93156
Energy above the lowest of the compared OMol25 structures with the same formula, charge and spin (kJ/mol): 0.0
Multiplicity: 2
HOMO energy (alpha / beta) (eV): -7.23 / -7.29

Geometry (Å):
1 C -0.7684 0.8460 -4.2627
2 C -0.7590 0.3396 -2.9489
3 N 0.1595 0.7325 -2.0273
4 C 0.9366 1.8000 -2.3368
5 C 0.8731 2.4588 -3.5821
6 C 0.0455 1.9419 -4.5930
7 C -1.8141 -0.7091 -2.5910
8 P -2.3687 -0.8224 -0.7976
9 Yb 0.1863 -0.6324 0.2606
10 P 2.2194 1.3437 0.1957
11 C 1.8632 2.4126 -1.2823
12 O -0.6550 -3.2258 -3.2120
13 O 0.1212 -3.1288 -0.4173
14 H -1.4432 0.3936 -4.9950
15 H 1.4621 3.3724 -3.7237
16 H 0.0393 2.3783 -5.5928
17 C -3.9337 0.0898 -0.9568
18 C -3.1050 -2.5182 -0.7808
19 H 2.8045 2.7067 -1.7864
20 H 1.3909 3.3495 -0.9389
21 H -1.4499 -1.7168 -2.9618
22 H -2.7046 -0.4700 -3.2064
23 C 2.7586 2.5865 1.4290
24 C 3.8837 0.8942 -0.4271
25 H 1.0268 -2.5645 -0.5914
26 H 0.4667 -3.8528 0.1857
27 H -0.1937 -3.3724 -2.3443
28 H 0.0363 -3.0787 -3.8789
29 H -1.1217 0.8989 0.1939
30 H 1.8062 -1.6056 -0.6178
31 H -4.6108 -0.4752 -1.6184
32 H -4.3996 0.2068 0.0356
33 H -3.7427 1.0832 -1.3837
34 H -3.9037 -2.6141 -1.5302
35 H -2.3584 -3.3025 -0.9496
36 H -3.5592 -2.6932 0.2060
37 H 4.4779 1.8216 -0.5093
38 H 4.3728 0.1974 0.2680
39 H 3.7915 0.4281 -1.4179
40 H 3.6833 3.0814 1.0914
41 H 1.9863 3.3437 1.6258
42 H 2.9834 2.0540 2.3649
43 F 0.0020 0.2932 7.7055
44 C -0.0339 -0.0223 6.3925
45 C -0.2621 0.9692 5.4373
46 F -0.4424 2.2494 5.8119
47 C -0.2903 0.6641 4.0961
48 F -0.4912 1.6859 3.2194
49 C -0.0665 -0.6582 3.6299
50 O -0.0195 -0.9348 2.3762
51 C 0.1519 -1.6578 4.6282
52 F 0.3809 -2.9240 4.2240
53 C 0.1727 -1.3421 5.9815
54 F 0.4148 -2.3016 6.9033

# 6
CH6NOS | the ωB97M-V functional and the def2-TZVPD basis

## Properties
Orbital gap (eV): 7.367
Total charge: -1
E (Eh): -569.91712
Energy above the lowest of the compared OMol25 structures with the same formula, charge and spin (kJ/mol): 25.2
HOMO energy (eV): -2.99

Geometry (Å):
1 S 0.0362 -1.5057 -2.0998
2 H -1.0403 -2.1343 -2.6309
3 N 0.9679 1.1982 0.6843
4 C -0.0021 0.1310 1.0486
5 O -1.1575 0.1684 0.3186
6 H 0.3923 1.9126 0.2612
7 H 1.4937 0.8030 -0.0924
8 H -0.2494 0.2448 2.1089
9 H 0.5565 -0.8151 1.0338
10 H -0.9972 -0.0029 -0.6322